DFT (ωB97M-V/def2-TZVPD) results for a molecular structure, C3H8OS in a non-equilibrium geometry.

Cartesian coordinates (Å):
C 1.0541 0.6697 -0.0148
C 1.8605 0.0154 1.0037
C -1.8644 0.3879 -0.3587
O -0.6454 -1.8581 0.1073
S -0.5765 -0.8040 -0.8617
H 1.7843 0.7870 -0.9119
H 2.2965 0.9632 1.4265
H 1.0961 -0.5479 1.6946
H 2.7755 -0.5229 0.6830
H -2.3743 0.8020 -1.2045
H -2.6115 0.0663 0.3819
H -1.2715 1.2022 0.1938
H -1.5232 -1.1607 -2.1392

## Properties
**Total charge**: 0
**E_HOMO**: -8.39 eV


DFT (ωB97M-V/def2-TZVPD) results for a molecular structure, C29H34MoNO4S4Te.

Cartesian coordinates (Å):
Mo -0.0507 -2.8720 0.6047
C -0.5721 -3.2686 4.9691
C -0.4541 -2.4156 3.7229
C -0.0057 -1.0002 4.0331
O 0.5530 -2.9842 2.8378
C -1.7979 -2.3659 2.9639
O -2.8166 -2.1239 3.5634
O -1.7209 -2.5662 1.6704
H 0.3726 -3.2691 5.5149
H -0.8456 -4.2959 4.7153
H -1.3567 -2.8670 5.6061
H 0.9222 -1.0210 4.6059
H -0.7773 -0.4904 4.6087
H 0.1692 -0.4449 3.1133
H 0.6599 -3.9269 3.0310
S 2.4015 -3.1824 0.3018
S 2.7556 -5.0668 -0.3170
S 0.9970 -6.0442 -0.4447
S -0.2386 -5.2777 0.9522
C 1.9695 4.5939 4.1140
C 1.6512 3.4758 3.1606
C 2.6577 2.7277 2.5667
C 2.3789 1.6974 1.6755
C 3.5267 0.9270 1.0770
C 1.0402 1.4100 1.3770
Te 0.6914 -0.0972 -0.0713
N -0.6154 -2.7789 -1.0807
C -1.0941 -2.7536 -2.3411
O -2.2790 -2.9405 -2.6039
C -0.1327 -2.3587 -3.4332
C 1.2428 -2.2798 -3.2495
C 2.0670 -1.8884 -4.2939
C 1.5204 -1.5653 -5.5279
C 0.1463 -1.6405 -5.7149
C -0.6763 -2.0376 -4.6728
C -0.6760 0.9258 -1.3269
C -2.0426 0.6403 -1.3834
C -2.7584 -0.3565 -0.5207
C -2.8161 1.3515 -2.3038
C -2.2830 2.3213 -3.1310
C -3.1421 3.0704 -4.1111
C -0.9228 2.5965 -3.0318
C -0.1008 1.9115 -2.1518
C 1.3650 2.2566 -2.1236
C 0.0022 2.1253 1.9880
C -1.4540 1.8354 1.7591
C 0.3347 3.1553 2.8621
H 3.0446 4.7097 4.2440
H 1.5276 4.4083 5.0942
H 1.5687 5.5414 3.7504
H 3.6931 2.9507 2.7999
H 4.4749 1.3096 1.4516
H 3.5328 0.9999 -0.0124
H 3.4769 -0.1363 1.3251
H 1.6693 -2.5239 -2.2878
H 3.1381 -1.8333 -4.1428
H 2.1632 -1.2560 -6.3423
H -0.2837 -1.3891 -6.6760
H -1.7488 -2.1068 -4.7942
H -2.2098 -0.6158 0.3792
H -2.9273 -1.2825 -1.0720
H -3.7290 0.0393 -0.2204
H -3.8757 1.1274 -2.3589
H -4.1725 2.7195 -4.0802
H -2.7707 2.9435 -5.1293
H -3.1404 4.1399 -3.8938
H -0.4864 3.3606 -3.6663
H 1.5779 3.0432 -2.8460
H 1.9782 1.3888 -2.3753
H 1.6791 2.6109 -1.1388
H -1.6424 0.7750 1.6055
H -1.8234 2.3610 0.8756
H -2.0422 2.1610 2.6165
H -0.4678 3.7119 3.3350

## Properties
**<S²>**: 3.783
**Total charge**: 0
**E_HOMO (spin up / spin down)**: -7.14 / -8.41 eV
**2S+1**: 4